(1)
An isolated molecule of C5H10O2. Source: OMol25; level of theory: wB97M-V/def2-TZVPD.

Each line ends with the natural charge from an NBO analysis.
Element x y z (Å)
1 H 2.568 -0.287 -0.962  0.1598
2 O 2.604 -0.740 1.074  -0.7306
3 O 0.736 -0.965 -0.010  -0.5669
4 C -2.219 -0.696 -0.364  -0.6097
5 C -0.005 0.212 0.411  0.1027
6 C -1.169 0.399 -0.524  -0.4150
7 H -1.598 1.391 -0.350  0.2048
8 H 1.744 -1.273 1.183  0.4975
9 H -0.339 0.130 1.458  0.1785
10 C 1.997 -0.181 -0.028  0.3787
11 H -2.676 -0.662 0.633  0.2021
12 H -3.016 -0.581 -1.105  0.2132
13 H -0.763 0.388 -1.545  0.2050
14 C 1.217 1.113 0.215  -0.4794
15 H 1.557 1.686 1.077  0.2284
16 H -1.769 -1.685 -0.497  0.2185
17 H 1.133 1.752 -0.667  0.2123

Lowest unoccupied orbital energy (Eh): 0.0404
Total charge: 0
2S+1: 1
SMILES string: CC[C@@H]1C[C@@H](O)O1



(2)
An isolated molecule of C5H10O2. Source: OMol25; level of theory: wB97M-V/def2-TZVPD.

Each line ends with the natural charge from an NBO analysis.
Element x y z (Å)
1 H 3.001 -2.019 0.997  0.2517
2 O -2.379 1.750 -1.256  -0.7177
3 H 1.731 -1.660 2.127  0.2911
4 C -1.418 2.146 -0.307  -0.0813
5 C 1.913 -2.005 1.087  -0.7854
6 H 0.484 1.411 0.450  0.2021
7 H -0.498 -2.070 -0.004  0.1824
8 C 0.048 -1.154 -0.285  -0.2421
9 H -1.833 2.151 0.714  0.1581
10 O -0.851 -0.085 -0.141  -0.5557
11 H -2.415 0.786 -1.158  0.4759
12 H 0.350 -1.282 -1.355  0.2228
13 H 1.455 -2.999 0.974  0.1869
14 H 0.275 1.206 -1.296  0.1709
15 H -1.081 3.159 -0.548  0.1809
16 C -0.252 1.193 -0.331  -0.1012
17 C 1.339 -0.872 0.368  0.1607

Lowest unoccupied orbital energy (Eh): -0.0049
Total charge: 0
2S+1: 1



(3)
An isolated molecule of C5H10O2. Source: OMol25; level of theory: wB97M-V/def2-TZVPD.

Each line ends with the natural charge from an NBO analysis.
Element x y z (Å)
1 H -1.067 1.383 1.533  0.1962
2 H -1.811 2.105 -1.850  0.1980
3 O -0.434 1.718 -0.427  -0.5332
4 O -0.069 -0.941 1.915  -0.5437
5 C 0.065 -0.328 0.877  0.5744
6 H 0.663 1.652 1.261  0.2167
7 H -2.134 0.609 -0.933  0.1643
8 C 0.628 -0.968 -0.376  -0.5209
9 H -0.210 -1.477 -0.875  0.2322
10 H -2.436 2.200 -0.180  0.1704
11 H 2.261 -2.296 -0.941  0.2106
12 H 1.353 -2.833 0.490  0.2214
13 C -0.233 1.170 0.849  -0.1746
14 H 0.968 -0.188 -1.064  0.2287
15 C -1.772 1.646 -0.860  -0.2506
16 C 1.743 -1.960 -0.037  -0.5988
17 H 2.486 -1.492 0.617  0.2088

Lowest unoccupied orbital energy (Eh): 0.0330
Total charge: 0
2S+1: 1
SMILES string: CCC(=O)COC



(4)
A structure of composition C5H10O2. Source: OMol25; level of theory: wB97M-V/def2-TZVPD.

Each line ends with the natural charge from an NBO analysis.
Element x y z (Å)
1 C -1.765 -0.098 0.765  -0.4629
2 C -0.391 -0.234 -2.357  -0.6059
3 O 0.374 1.834 -1.354  -0.7095
4 H 0.569 -0.326 3.002  0.1641
5 H 0.426 -0.184 -3.076  0.2267
6 H -0.632 -1.277 -2.156  0.2180
7 C 1.320 -0.554 2.233  -0.2455
8 H 1.457 -1.643 2.207  0.1628
9 C -0.707 0.271 0.103  0.3938
10 H 0.867 2.154 -0.588  0.4771
11 H -1.726 -0.447 1.787  0.2375
12 H -1.262 0.255 -2.796  0.2067
13 H 1.006 -0.051 -0.490  0.3474
14 H 2.255 -0.077 2.551  0.1799
15 O 0.917 -0.060 0.982  -0.7244
16 H -2.731 -0.044 0.275  0.2370
17 C 0.024 0.481 -1.090  -0.1029

Lowest unoccupied orbital energy (Eh): 0.0302
Total charge: 0
2S+1: 1



(5)
A cluster of 2 separate species, C5H10O2 in total. Source: OMol25; level of theory: wB97M-V/def2-TZVPD.

Each line ends with the natural charge from an NBO analysis.
Element x y z (Å)
1 C 0.330 0.748 0.277  -0.4622
2 C -2.030 0.756 -0.580  0.4273
3 H 1.527 1.557 2.364  0.1781
4 O 0.991 -5.532 -2.432  -0.9369
5 H 0.960 0.025 0.830  0.2113
6 H -1.059 -0.945 0.452  0.2483
7 H 0.893 -4.886 -3.135  0.4683
8 H -0.190 2.913 0.534  0.2026
9 H 0.975 0.644 -0.641  0.2442
10 H -1.334 0.402 1.447  0.2373
11 C -1.083 0.149 0.390  -0.5208
12 H 1.286 3.405 2.351  0.2062
13 H 1.812 -5.994 -2.633  0.4686
14 C 0.469 2.094 0.803  -0.1690
15 O -1.683 1.466 -1.501  -0.5147
16 C 1.241 2.457 1.843  -0.4044
17 H -3.104 0.741 -0.369  0.1156

Lowest unoccupied orbital energy (Eh): 0.0291
Total charge: 0
2S+1: 1
SMILES string: C=CCCC=O.O



(6)
An isolated molecule of C5H10O2. Source: OMol25; level of theory: wB97M-V/def2-TZVPD.

Each line ends with the natural charge from an NBO analysis.
Element x y z (Å)
1 H -1.394 -0.970 -1.145  0.2146
2 C -1.744 -0.422 -0.267  -0.6149
3 H 2.078 0.786 1.262  0.2187
4 H -0.949 0.471 1.529  0.2098
5 H -2.376 -1.102 0.314  0.2212
6 C -0.583 0.096 0.565  -0.2709
7 C 0.362 1.142 -0.097  0.0958
8 H 2.308 0.126 -0.381  0.2242
9 H -0.477 1.501 -1.809  0.4703
10 C 0.649 -0.840 0.772  0.1091
11 H 0.273 2.176 0.266  0.1608
12 C 1.573 0.341 0.401  -0.4556
13 H 0.783 -1.231 1.783  0.1765
14 O 0.350 1.102 -1.511  -0.7237
15 H -2.376 0.406 -0.612  0.2010
16 O 0.724 -1.956 -0.082  -0.7046
17 H 0.799 -1.626 -0.987  0.4675

Lowest unoccupied orbital energy (Eh): 0.0296
Total charge: 0
2S+1: 1
SMILES string: C[C@@H]1[C@H](O)C[C@@H]1O



(7)
An isolated molecule of C5H10O2. Source: OMol25; level of theory: wB97M-V/def2-TZVPD.

Each line ends with the natural charge from an NBO analysis.
Element x y z (Å)
1 H 1.397 1.137 -1.527  0.2213
2 H 1.531 -1.315 -2.167  0.1894
3 H -2.627 0.034 1.012  0.1686
4 C -1.818 0.532 1.566  -0.2489
5 H -0.489 -1.561 -0.203  0.4752
6 O -0.056 -1.877 -1.011  -0.7020
7 H 2.944 -0.406 -0.255  0.2190
8 O -0.558 0.233 1.009  -0.5588
9 H -0.378 1.956 -0.121  0.1776
10 H -1.813 0.170 2.597  0.1967
11 C 0.943 0.405 -0.863  -0.2919
12 H 1.580 -0.807 0.898  0.2332
13 H -1.197 0.591 -0.914  0.1729
14 C 1.874 -0.524 -0.108  -0.4502
15 C -0.363 0.863 -0.245  -0.0698
16 H -2.013 1.614 1.570  0.1697
17 C 1.041 -1.045 -1.237  0.0980

Lowest unoccupied orbital energy (Eh): 0.0345
Total charge: 0
2S+1: 1
SMILES string: COC[C@H]1C[C@H]1O



(8)
An isolated molecule of C5H10O2. Source: OMol25; level of theory: wB97M-V/def2-TZVPD.

Each line ends with the natural charge from an NBO analysis.
Element x y z (Å)
1 H -0.599 1.533 0.941  0.4698
2 C -1.100 0.254 -0.403  0.0738
3 C 1.502 0.309 -0.836  -0.4568
4 H -2.241 -1.559 0.012  0.2097
5 H 0.173 -1.460 -0.728  0.1725
6 H 2.516 0.741 1.118  0.1781
7 H 2.770 -0.935 0.528  0.1697
8 H -1.409 0.321 -1.456  0.1805
9 C 2.079 -0.072 0.532  -0.0557
10 H -1.807 -0.606 1.449  0.2165
11 H -3.095 -0.034 0.379  0.2200
12 O 0.767 -0.429 1.012  -0.5509
13 O -0.999 1.588 0.059  -0.7160
14 H 1.315 1.381 -0.937  0.2261
15 C -2.127 -0.539 0.403  -0.6344
16 C 0.255 -0.431 -0.341  0.0877
17 H 1.999 -0.063 -1.730  0.2095

Lowest unoccupied orbital energy (Eh): 0.0388
Total charge: 0
2S+1: 1
SMILES string: C[C@@H](O)[C@H]1CCO1



Taking the records one at a time from the top gives frontier orbital gap values of 0.4159 0.3126 0.3775 0.3617 0.3799 0.3917 0.3727 0.4013 Ha.
Taking the records one at a time from the top gives calculated total energy values of -346.9383 -346.8295 -346.9651 -346.8255 -346.9153 -346.9580 -346.9302 -346.9532 a.u..
Taking the records one at a time from the top gives relative energy (zero: lowest compared OMol25 entry of this formula, charge and spin) values of 54.66 122.95 37.84 125.48 69.14 42.33 59.74 45.32 kcal/mol.